Record 1
Molecular formula: C16H31NP2SeW
Method: DFT, ωB97M-V/def2-TZVPD

Cartesian coordinates (Å):
P  -0.286  -1.736  -5.479
P  0.009  1.652  -5.680
C  -0.521  -0.774  -7.050
C  0.259  0.548  -7.119
H  -1.604  -0.606  -7.170
H  -0.195  -1.456  -7.851
H  1.339  0.363  -7.214
H  -0.068  1.136  -7.990
C  -1.577  2.458  -6.045
H  -1.853  3.129  -5.222
H  -2.369  1.707  -6.158
H  -1.470  3.037  -6.970
C  1.230  2.970  -5.928
H  0.963  3.565  -6.814
H  2.230  2.533  -6.057
H  1.252  3.625  -5.046
C  -1.405  -3.157  -5.714
H  -1.361  -3.809  -4.832
H  -1.095  -3.723  -6.605
H  -2.437  -2.801  -5.836
C  1.337  -2.508  -5.777
H  2.121  -1.748  -5.888
H  1.276  -3.113  -6.691
H  1.588  -3.157  -4.929
W  -0.133  -0.626  -1.055
C  0.987  1.198  -1.303
C  -0.386  1.523  -1.498
C  -1.096  1.545  -2.817
C  -1.713  0.176  -3.281
C  -0.926  -1.068  -2.991
C  0.578  -1.194  -3.021
C  1.431  -0.068  -3.498
C  1.969  0.896  -2.413
C  1.496  -1.458  -0.236
H  1.422  1.500  -0.347
H  -0.879  2.048  -0.674
H  -0.456  1.996  -3.620
H  -1.959  2.240  -2.767
H  -2.704  0.088  -2.793
H  -1.969  0.231  -4.359
H  -1.464  -2.008  -3.146
H  0.998  -2.206  -3.082
H  0.816  0.531  -4.240
H  2.284  -0.449  -4.093
H  2.900  0.472  -1.992
H  2.288  1.831  -2.921
H  2.213  -0.737  0.169
H  2.007  -2.215  -0.836
H  0.997  -1.962  0.613
Se  -2.829  0.185  2.877
C  -1.945  -0.199  1.441
N  -1.292  -0.411  0.433

Computed properties:
DFT total energy: -104311.86337 eV
HOMO energy (alpha / beta): -0.48519 / -0.48413 Ha
Kohn-Sham gap (alpha / beta): 6.3018 / 3.5356 eV
LUMO energy (alpha / beta): -6.9 / -9.6 eV
net charge: +2
spin multiplicity: 3

=====

Record 2
Molecular formula: C5H12O3
Method: DFT, ωB97M-V/def2-TZVPD

Cartesian coordinates (Å):
C  0.167  0.923  -1.359
C  -0.814  -0.234  -1.165
C  -2.341  0.170  -0.985
C  -0.186  -1.151  -0.088
C  -0.035  -0.561  1.285
O  0.838  -0.017  1.875
O  -1.188  -1.006  1.982
H  -0.249  1.769  -1.923
H  0.390  1.368  -0.397
H  1.032  0.564  -1.920
H  -0.889  -0.876  -2.066
H  -2.525  1.035  -1.610
H  -2.790  -0.788  -1.308
H  -2.699  0.353  0.012
H  0.712  -1.618  -0.478
H  -0.861  -1.988  0.021
H  -1.217  -0.717  2.914
O  4.440  1.201  1.555
H  3.655  0.752  1.224
H  4.560  0.819  2.430

Computed properties:
DFT total energy: -11522.01758 eV
HOMO energy: -0.39567 Ha
Kohn-Sham gap: 11.3781 eV
SMILES: CC(C)CC(=O)O.O
LUMO energy: 0.6 eV
net charge: 0
spin multiplicity: 1